Computed, not measured: an isolated ion of composition C4H8N3 and charge +1 at a distorted geometry, with ωB97M-V/def2-TZVPD.

```
15
Properties=species:S:1:pos:R:3:lowdin_charge:R:1
C -2.26535 -0.00504 -0.02745 -0.258
C 1.24945 -1.61499 0.05758 0.201
C -0.15714 1.19006 -0.27677 -0.170
C 1.22198 0.75142 0.28684 -0.120
N -1.11772 0.28599 0.22880 0.077
N -3.29030 -0.64304 -0.06008 0.199
N 1.62062 -0.46396 -0.37927 0.036
H 0.91669 -1.59274 1.11559 0.137
H 1.48766 -2.59830 -0.40594 0.143
H -0.28370 2.11652 0.21002 0.120
H -0.16874 1.30902 -1.32314 0.116
H 2.09839 1.40213 0.38544 0.156
H 0.86398 0.37694 1.20812 0.099
H -4.19188 -0.33948 0.23995 0.084
H 2.01608 -0.17452 -1.25968 0.180
```

relative energy (zero: lowest compared OMol25 entry of this formula, charge and spin) = 355.0 kJ/mol
electronic energy = -8739.1022 eV
orbital gap = 8.5 eV
SMILES = C=[NH+]CCN=C=N
charge = +1
E_LUMO = -5.167 eV
largest force on an atom = 1.76 eV Å⁻¹
multiplicity = 1